(1)
{"formula": "C4H12NS", "method": "the ωB97M-V functional and the def2-TZVPD basis", "e_above_lowest_kcal_mol": 27.01, "homo_ev": -12.040, "max_force_ha_per_bohr": 0.0107, "charge": 1, "species": ["C", "C", "N", "H", "H", "H", "H", "H", "H", "C", "S", "C", "H", "H", "H", "H", "H", "H"], "xyz": [[0.5751, 1.7975, 2.3864], [-0.3325, -0.3018, 1.5406], [-0.2749, 0.5990, 2.4316], [0.7327, 2.1344, 3.4060], [0.0615, 2.5574, 1.8032], [1.5196, 1.5616, 1.9038], [0.3616, -0.2625, 0.7020], [-1.0460, -1.1142, 1.6302], [-0.9259, 0.5351, 3.2098], [1.2428, -1.1877, -2.0809], [0.2511, 0.3059, -1.9007], [-1.3821, -0.4234, -2.1317], [1.1091, -1.6250, -3.0666], [0.9917, -1.9328, -1.3282], [2.2851, -0.8975, -1.9736], [-2.1338, 0.3600, -2.1254], [-1.4446, -0.9644, -3.0702], [-1.5904, -1.1415, -1.3363]], "forces_ev_per_angstrom": [[0.1, -0.1, 0.0], [0.5, -0.3, -0.1], [-0.4, 0.0, 0.0], [0.1, 0.1, 0.0], [-0.1, 0.1, 0.1], [0.0, -0.1, 0.0], [-0.2, 0.1, -0.1], [0.0, 0.1, 0.1], [0.0, 0.1, 0.0], [0.1, 0.1, 0.0], [-0.1, 0.0, 0.0], [0.0, -0.3, 0.2], [0.0, 0.0, -0.1], [0.0, -0.1, 0.1], [0.0, 0.0, 0.0], [0.0, 0.1, 0.0], [0.1, 0.1, -0.2], [-0.1, 0.1, 0.0]]}


(2)
{"formula": "C4H12NS2", "method": "the ωB97M-V functional and the def2-TZVPD basis", "e_above_lowest_kcal_mol": 34.94, "homo_ev": [-3.605, -9.315], "s_squared": 0.751, "spin_multiplicity": 2, "max_force_ha_per_bohr": 0.0159, "species": ["N", "C", "C", "S", "S", "C", "C", "H", "H", "H", "H", "H", "H", "H", "H", "H", "H", "H", "H"], "xyz": [[2.0321, 2.3119, 0.2767], [0.7991, 2.3747, 1.1206], [-0.1188, 1.1809, 0.9352], [0.6721, -0.4127, 1.2453], [0.3827, -1.4812, -0.4486], [-1.2088, -2.3328, -0.3211], [-1.4765, -2.9219, -1.7081], [2.5950, 1.4561, 0.4561], [1.7874, 2.2943, -0.7526], [2.6043, 3.2020, 0.3901], [0.2583, 3.2837, 0.8698], [1.1529, 2.4974, 2.1400], [-0.5325, 1.2301, -0.0626], [-0.9624, 1.3067, 1.6051], [-1.2216, -3.1179, 0.4413], [-2.0127, -1.6617, -0.0312], [-0.9459, -3.8623, -1.8666], [-1.2724, -2.1945, -2.4820], [-2.5321, -3.1528, -1.8073]], "forces_ev_per_angstrom": [[-0.4, 0.2, -0.7], [0.2, -0.1, 0.3], [-0.1, 0.5, 0.0], [0.0, -0.3, 0.3], [0.2, 0.0, -0.3], [-0.4, -0.4, 0.2], [-0.4, -0.2, 0.4], [0.1, 0.2, 0.2], [0.0, 0.0, 0.2], [0.1, -0.3, 0.1], [0.1, 0.1, -0.2], [-0.1, -0.2, 0.2], [0.0, -0.4, -0.4], [-0.1, 0.0, 0.3], [0.4, 0.1, -0.1], [0.1, 0.4, -0.1], [0.2, 0.3, -0.1], [0.3, 0.0, -0.3], [-0.2, -0.1, 0.1]]}